2 unconnected molecules or ions with the total composition C32H20F15OSi. Source: the Open Molecules 2025 dataset; level of theory: ωB97M-V with the def2-TZVPD basis set.

Frontier orbital gap (eV): 6.35
Energy above the lowest of the compared OMol25 structures with the same formula, charge and spin (kcal/mol): 7.9
Total charge: +1

Last column: Mulliken charge in e.
Positions of all 69 atoms, in Å:
C -0.92 0.91 -1.84  -1.342
C 0.39 0.45 -1.30  1.023
C 0.82 -0.83 -1.55  -1.516
O 1.12 1.38 -0.67  -0.242
Si 2.10 1.53 0.70  -1.055
C 3.48 2.78 0.53  -0.231
C 4.49 2.86 1.50  0.523
F 4.48 1.98 2.53  -0.342
C 5.51 3.80 1.45  0.021
F 6.46 3.84 2.40  -0.276
C 5.55 4.72 0.39  0.597
F 6.53 5.64 0.32  -0.271
C 4.56 4.67 -0.58  -0.059
F 4.58 5.55 -1.61  -0.278
C 3.54 3.72 -0.50  0.463
F 2.60 3.71 -1.47  -0.237
C 0.93 2.23 1.97  0.034
C 0.92 1.83 3.31  0.744
F 1.83 0.92 3.74  -0.376
C 0.00 2.31 4.23  0.036
F -0.01 1.84 5.50  -0.285
C -0.93 3.28 3.84  0.645
F -1.82 3.78 4.72  -0.277
C -0.93 3.73 2.52  0.085
F -1.80 4.67 2.12  -0.282
C -0.01 3.21 1.62  0.704
F -0.06 3.66 0.34  -0.320
C 2.75 -0.18 1.02  0.735
C 4.00 -0.66 0.61  0.571
F 4.87 0.19 0.00  -0.338
C 4.38 -1.99 0.78  0.077
F 5.60 -2.40 0.38  -0.289
C 3.49 -2.90 1.35  0.677
F 3.86 -4.18 1.56  -0.285
C 2.23 -2.47 1.74  -0.062
F 1.33 -3.35 2.25  -0.377
C 1.90 -1.13 1.57  0.429
F 0.63 -0.73 1.93  -0.501
H -1.08 0.50 -2.85  0.465
H -1.74 0.54 -1.21  0.107
H -0.94 2.00 -1.88  0.365
H 1.71 -1.25 -1.10  0.233
H 0.38 -1.30 -2.43  0.652
C -1.72 -2.31 1.27  -1.588
C -1.61 -2.31 -0.19  0.537
C -2.68 -2.27 -1.09  0.605
C -2.49 -2.79 -2.43  0.870
C -1.26 -3.55 -2.80  -1.649
C -3.50 -2.65 -3.37  -0.834
C -4.75 -2.12 -3.04  0.652
C -5.83 -2.04 -4.07  -1.493
C -4.97 -1.68 -1.73  -0.979
C -3.99 -1.73 -0.76  1.305
C -4.35 -1.22 0.60  -1.679
H -0.76 -2.57 1.71  -0.027
H -1.99 -1.32 1.66  0.306
H -2.47 -3.04 1.64  0.486
H -0.61 -2.45 -0.58  0.557
H -1.42 -4.06 -3.75  0.470
H -0.39 -2.89 -2.92  0.244
H -1.00 -4.31 -2.05  0.376
H -3.32 -2.99 -4.39  0.463
H -6.72 -1.57 -3.64  0.370
H -5.51 -1.46 -4.94  0.367
H -6.10 -3.05 -4.42  0.353
H -5.96 -1.28 -1.48  0.287
H -5.39 -0.87 0.59  0.405
H -4.30 -2.01 1.36  0.319
H -3.72 -0.38 0.90  0.331

---

A single C2H3N3O molecule. Source: the Open Molecules 2025 dataset; level of theory: ωB97M-V with the def2-TZVPD basis set.

Frontier orbital gap (eV): 9.42
Energy above the lowest of the compared OMol25 structures with the same formula, charge and spin (kcal/mol): 108.1

Last column: Mulliken charge in e.
Positions of all 9 atoms, in Å:
O 1.62 -1.11 -0.03  -0.399
C 0.82 1.03 -0.52  -0.282
N -0.28 1.61 -0.05  -0.532
N -1.16 0.61 0.29  0.164
C -0.68 -0.59 0.04  -0.151
N 0.55 -0.34 -0.43  0.182
H 2.35 -0.49 -0.24  0.402
H -2.00 0.82 0.80  0.224
H -1.22 -1.53 0.13  0.393

---

2 unconnected molecules or ions with the total composition C5H12N2O. Source: the Open Molecules 2025 dataset; level of theory: ωB97M-V with the def2-TZVPD basis set.

SMILES string: C/C(N)=C\N.CC=O
Frontier orbital gap (eV): 8.25
Energy above the lowest of the compared OMol25 structures with the same formula, charge and spin (kcal/mol): 45.9

Last column: Mulliken charge in e.
Positions of all 20 atoms, in Å:
C 1.06 0.05 1.76  -1.421
C 0.58 -0.72 0.56  0.577
N 1.61 -1.20 -0.29  -0.522
C -0.70 -1.07 0.36  -0.528
N -1.78 -0.62 1.11  -0.545
H 2.05 0.46 1.57  0.439
H 1.11 -0.60 2.64  0.318
H 0.39 0.87 1.99  0.370
H 2.44 -1.48 0.22  0.222
H 1.30 -1.95 -0.89  0.225
H -0.96 -1.73 -0.46  0.302
H -1.59 0.30 1.53  0.285
H -2.64 -0.56 0.58  0.293
C -0.51 0.93 -2.11  -1.093
C -0.29 1.43 -0.72  0.398
O -1.18 1.78 0.03  -0.579
H -1.53 0.58 -2.26  0.295
H 0.20 0.13 -2.34  0.255
H -0.31 1.75 -2.81  0.384
H 0.76 1.67 -0.50  0.326

---

A molecular structure, C14H32CuN2O10. Source: the Open Molecules 2025 dataset; level of theory: ωB97M-V with the def2-TZVPD basis set.

⟨S²⟩: 0.75
Frontier orbital gap (spin up / spin down) (eV): 8.38 / 6.31
Spin multiplicity: 2

Last column: Mulliken charge in e.
Positions of all 59 atoms, in Å:
Cu 0.06 0.04 -0.11  1.679
O 2.80 -3.19 0.84  -0.487
C 1.71 -2.60 1.13  0.361
O 1.43 -1.46 0.78  -0.389
O 0.81 -3.29 1.61  -0.806
H 2.58 -4.10 1.06  0.313
O -2.54 2.63 -1.73  -0.502
C -1.82 1.58 -1.30  0.817
O -0.73 1.30 -1.84  -0.786
O -2.12 0.86 -0.32  -0.718
H -3.26 2.43 -1.12  0.344
C 2.57 0.68 -2.05  -0.909
O 1.70 -0.41 -1.83  -0.077
C 1.20 -1.17 -2.97  -0.981
C 0.32 -2.37 -2.44  -0.833
N -0.58 -1.73 -1.47  0.668
C -1.25 -2.83 -0.87  -0.497
C -2.47 -3.40 -1.75  -0.953
O -3.37 -2.48 -2.17  -0.301
C -3.92 -2.66 -3.48  -0.692
H 2.23 1.50 -1.43  0.172
H 2.66 1.06 -3.07  0.423
H 3.51 0.45 -1.56  0.273
H 2.08 -1.53 -3.52  0.508
H 0.64 -0.55 -3.67  0.436
H 0.97 -3.21 -2.19  0.473
H -0.25 -2.74 -3.29  0.358
H -1.33 -1.29 -1.98  0.116
H -1.80 -2.50 0.02  -0.390
H -0.62 -3.68 -0.61  0.504
H -2.91 -4.23 -1.21  0.478
H -1.88 -3.85 -2.55  0.450
H -4.41 -3.63 -3.54  0.281
H -3.01 -2.57 -4.06  0.317
H -4.62 -1.90 -3.83  0.230
C 2.58 5.34 1.69  -0.864
O 2.46 4.01 1.32  -0.258
C 2.52 3.21 2.50  -0.801
C 2.00 1.79 2.04  -0.858
N 0.68 1.83 1.26  0.251
C -0.40 2.20 2.23  -0.847
C -0.99 1.05 3.04  -0.923
O -0.86 -0.17 2.30  -0.101
C -1.67 -1.22 2.83  -0.702
H 3.53 5.58 2.16  0.313
H 1.82 5.69 2.39  0.342
H 2.40 5.95 0.81  0.281
H 2.01 3.64 3.37  0.406
H 3.58 3.21 2.73  0.511
H 2.04 1.13 2.91  0.391
H 2.75 1.38 1.36  0.262
H 0.71 2.75 0.84  0.252
H -1.24 2.57 1.64  0.448
H -0.10 3.04 2.85  0.368
H -2.03 1.31 3.23  0.488
H -0.64 1.11 4.07  0.459
H -2.67 -0.94 3.14  0.339
H -1.18 -1.62 3.72  0.294
H -1.66 -2.03 2.10  0.071

---

A molecular structure, CHLiO2Yb. Source: the Open Molecules 2025 dataset; level of theory: ωB97M-V with the def2-TZVPD basis set.

⟨S²⟩: 0.76
Frontier orbital gap (spin up / spin down) (eV): 9.86 / 5.89
Spin multiplicity: 2
Energy above the lowest of the compared OMol25 structures with the same formula, charge and spin (kcal/mol): 0.0
Total charge: +3

Last column: Mulliken charge in e.
Positions of all 6 atoms, in Å:
H 0.33 0.23 -0.11  0.575
O -0.75 -0.32 0.53  -0.278
C -0.90 0.22 -0.63  0.608
O -1.90 1.02 -0.66  -0.559
Li -1.57 2.52 -1.94  0.956
Yb -2.82 0.25 1.28  1.698

---

13 unconnected molecules or ions with the total composition C96H208N10O13. Source: the Open Molecules 2025 dataset; level of theory: ωB97M-V with the def2-TZVPD basis set.

Frontier orbital gap (eV): 8.73
Energy above the lowest of the compared OMol25 structures with the same formula, charge and spin (kcal/mol): 16.6

Last column: Mulliken charge in e.
Positions of all 327 atoms, in Å:
C 3.88 -4.66 5.37  -2.029
C 3.84 -3.28 6.01  1.602
C 5.01 -2.36 5.60  -1.424
C 5.13 -2.12 4.10  -0.812
C 3.81 -1.42 3.65  -1.978
C 2.47 -2.19 4.07  2.902
N 2.65 -2.54 5.56  1.020
O 1.51 -3.27 5.93  -0.598
C 1.28 -1.20 3.96  -1.968
C 2.09 -3.37 3.17  -1.127
C 3.76 -3.41 7.51  -1.772
H 4.59 -5.27 5.88  0.468
H 4.01 -4.84 4.31  0.306
H 2.97 -5.20 5.64  0.440
H 4.91 -1.40 6.15  0.263
H 5.88 -2.72 6.14  0.575
H 5.27 -2.99 3.44  0.326
H 6.02 -1.47 3.98  0.423
H 3.87 -1.36 2.57  0.471
H 3.78 -0.40 3.94  0.597
H 1.03 -0.94 2.98  -0.094
H 0.39 -1.68 4.38  0.361
H 1.40 -0.29 4.54  0.431
H 2.95 -3.73 2.65  0.511
H 1.71 -4.23 3.76  0.219
H 1.26 -3.10 2.54  -0.480
H 3.07 -4.24 7.78  0.324
H 3.37 -2.50 7.93  0.286
H 4.74 -3.54 7.95  0.453
H 0.96 -2.74 6.51  0.237
C 5.92 7.24 0.04  -1.609
C 4.49 7.60 -0.45  1.626
C 4.19 7.06 -1.88  -1.532
C 3.97 5.60 -2.04  -0.086
C 2.84 5.11 -1.17  0.360
C 3.05 5.55 0.26  2.318
N 3.36 6.99 0.37  0.226
O 3.68 7.29 1.76  -0.542
C 1.71 5.34 1.06  -1.801
C 4.14 4.68 0.99  -1.919
C 4.33 9.17 -0.52  -1.801
H 6.34 6.39 -0.53  0.208
H 5.88 7.01 1.09  0.273
H 6.57 8.07 -0.12  0.527
H 3.25 7.55 -2.24  0.220
H 4.96 7.56 -2.53  0.439
H 4.90 5.07 -1.76  -0.083
H 3.78 5.50 -3.11  0.522
H 2.77 3.98 -1.21  -0.157
H 1.91 5.50 -1.42  -0.444
H 1.83 4.85 2.00  0.571
H 1.09 6.20 1.06  0.710
H 1.25 4.52 0.49  -0.340
H 5.11 4.58 0.47  0.082
H 4.40 5.14 1.95  0.526
H 3.80 3.67 1.24  0.319
H 4.58 9.63 0.47  0.374
H 3.31 9.35 -0.70  0.445
H 4.96 9.69 -1.29  0.333
H 2.82 7.65 2.13  0.350
C 2.36 0.28 8.87  -0.716
C 0.95 0.07 9.43  1.376
C 0.62 0.88 10.70  -1.454
C 0.55 2.34 10.38  -0.530
C -0.65 2.63 9.49  -1.000
C -0.46 1.84 8.11  1.858
N -0.15 0.37 8.49  -0.137
O -0.06 -0.46 7.35  -0.128
C -1.84 1.69 7.40  -2.088
C 0.57 2.52 7.19  -1.565
C 0.92 -1.44 9.75  -1.351
H 3.12 0.21 9.70  0.380
H 2.36 1.28 8.34  -0.060
H 2.61 -0.46 8.07  -0.072
H -0.35 0.55 11.07  0.323
H 1.30 0.69 11.50  0.500
H 1.50 2.74 9.94  0.283
H 0.53 2.87 11.29  0.478
H -0.76 3.68 9.15  0.419
H -1.53 2.20 10.01  0.264
H -1.73 1.10 6.48  0.169
H -2.43 1.19 8.08  0.575
H -2.30 2.63 7.14  0.512
H 0.20 3.53 7.07  0.533
H 1.60 2.66 7.59  0.437
H 0.71 2.03 6.20  -0.026
H 1.69 -1.73 10.59  0.291
H 1.27 -1.89 8.88  0.030
H -0.04 -1.75 10.13  0.459
H 0.88 -0.46 6.98  0.217
C 1.67 -6.57 0.99  -1.258
C 0.71 -6.92 -0.19  1.956
C 0.69 -8.43 -0.56  -1.455
C 0.14 -9.30 0.51  -0.847
C -1.26 -8.86 0.76  -1.889
C -1.38 -7.42 1.22  2.392
N -0.76 -6.62 0.11  -0.140
O -0.77 -5.23 0.62  2.751
C -2.84 -7.11 1.32  -2.062
C -0.73 -7.28 2.59  -1.533
C 1.08 -6.13 -1.46  -1.873
H 1.38 -5.53 1.18  0.036
H 2.71 -6.61 0.60  0.502
H 1.58 -7.08 1.99  0.167
H -0.03 -8.43 -1.38  0.493
H 1.64 -8.63 -1.06  0.416
H 0.65 -9.35 1.42  0.429
H 0.14 -10.40 0.19  0.413
H -1.82 -9.45 1.48  0.405
H -1.72 -8.76 -0.19  0.568
H -3.39 -7.29 0.39  0.385
H -3.44 -7.78 1.96  0.557
H -3.08 -6.10 1.51  -0.004
H 0.09 -7.98 2.66  0.283
H -0.43 -6.25 2.71  -0.089
H -1.49 -7.50 3.36  0.508
H 0.90 -5.02 -1.34  -0.431
H 0.44 -6.55 -2.26  0.494
H 2.10 -6.26 -1.83  0.603
H -1.47 -4.80 0.11  -1.143
C -7.73 1.55 -6.04  -1.874
C -6.64 0.51 -5.57  1.165
C -5.30 0.81 -6.33  -1.112
C -4.56 2.12 -5.76  -0.750
C -4.45 2.04 -4.29  -0.510
C -5.67 1.77 -3.47  1.769
N -6.33 0.56 -4.09  1.569
O -7.58 0.39 -3.34  -0.721
C -5.26 1.42 -2.06  -1.359
C -6.51 3.04 -3.39  -1.485
C -7.13 -0.87 -5.92  -1.893
H -7.34 2.60 -6.16  0.314
H -8.55 1.55 -5.38  0.400
H -8.01 1.12 -7.04  0.494
H -4.55 -0.02 -6.23  0.093
H -5.60 0.96 -7.40  0.540
H -5.15 3.03 -6.07  0.330
H -3.57 2.26 -6.22  0.497
H -4.08 2.95 -3.80  -0.459
H -3.86 1.17 -4.01  0.039
H -6.14 1.44 -1.41  0.741
H -4.69 0.51 -1.95  -0.119
H -4.69 2.31 -1.76  0.107
H -5.92 3.83 -2.99  0.284
H -6.93 3.39 -4.37  0.174
H -7.24 2.85 -2.63  0.447
H -6.91 -1.13 -6.93  0.433
H -8.16 -0.97 -5.69  0.510
H -6.64 -1.62 -5.28  0.320
H -7.55 -0.51 -3.05  0.284
C -6.50 -4.15 -1.26  -1.984
C -5.27 -3.25 -1.14  1.517
C -4.03 -4.01 -0.69  -0.419
C -3.44 -4.98 -1.71  -0.561
C -3.03 -4.11 -2.89  -0.119
C -4.22 -3.33 -3.40  1.713
N -4.85 -2.54 -2.30  1.923
O -6.01 -1.93 -2.84  -0.414
C -3.72 -2.27 -4.40  -1.236
C -5.21 -4.16 -4.18  -1.792
C -5.64 -2.09 -0.16  -1.747
H -6.79 -4.50 -0.23  0.461
H -6.40 -5.11 -1.89  0.268
H -7.39 -3.66 -1.64  0.382
H -3.31 -3.36 -0.23  -0.553
H -4.39 -4.69 0.07  0.390
H -4.25 -5.72 -1.97  0.505
H -2.65 -5.58 -1.26  -0.518
H -2.64 -4.78 -3.68  0.942
H -2.25 -3.37 -2.60  -0.789
H -4.48 -1.70 -4.89  -0.204
H -3.03 -1.54 -3.90  -0.558
H -3.18 -2.68 -5.20  0.904
H -6.14 -3.62 -4.33  0.205
H -4.75 -4.41 -5.20  0.358
H -5.51 -5.11 -3.77  0.475
H -6.16 -2.54 0.71  0.505
H -6.46 -1.56 -0.59  0.484
H -4.80 -1.43 0.13  -0.258
H -5.70 -1.07 -3.19  -0.311
C -1.46 -0.22 -1.42  -0.068
C -0.58 -0.52 -0.18  3.254
C 0.67 0.36 -0.22  -1.494
C 0.41 1.84 0.11  1.222
C -0.33 1.98 1.48  -1.524
C -1.55 0.98 1.66  2.538
N -1.21 -0.42 1.18  0.787
O -2.46 -1.12 1.12  1.011
C -1.83 0.88 3.15  -2.144
C -2.80 1.53 1.01  -0.503
C -0.18 -2.03 -0.30  -1.250
H -0.92 -0.57 -2.31  -0.208
H -1.70 0.83 -1.56  -0.231
H -2.38 -0.82 -1.42  -0.825
H 1.41 -0.17 0.42  -0.172
H 1.07 0.36 -1.22  0.363
H -0.16 2.31 -0.68  -1.073
H 1.32 2.38 0.09  0.154
H -0.72 2.99 1.57  0.472
H 0.41 1.71 2.27  0.251
H -2.79 0.40 3.42  0.474
H -1.00 0.23 3.52  -0.088
H -1.79 1.83 3.69  0.348
H -3.53 0.72 0.88  0.120
H -3.23 2.34 1.59  0.292
H -2.55 1.92 -0.02  -0.595
H 0.62 -2.15 -1.04  0.176
H -1.07 -2.59 -0.58  -0.420
H 0.22 -2.44 0.64  -0.516
H -2.33 -1.89 1.73  -0.692
C -1.99 5.74 -4.21  -2.321
C -1.61 6.12 -2.83  2.350
C -0.89 7.44 -2.74  -1.823
C -0.50 7.76 -1.32  0.805
C -1.77 7.94 -0.57  -2.108
C -2.69 6.73 -0.65  2.655
N -2.82 6.31 -2.04  -0.203
O -3.61 5.14 -2.10  -0.248
C -2.10 5.60 0.24  -0.963
C -4.08 6.98 -0.21  -1.935
C -0.74 4.93 -2.41  -0.205
H -1.13 5.90 -4.86  0.360
H -2.88 6.30 -4.53  0.455
H -2.25 4.75 -4.31  0.227
H -0.10 7.42 -3.50  0.466
H -1.49 8.28 -3.23  0.270
H 0.09 8.63 -1.29  0.628
H 0.16 6.91 -0.89  -0.700
H -2.29 8.86 -0.78  0.400
H -1.60 8.16 0.47  0.430
H -1.05 5.64 0.55  -0.228
H -2.56 5.59 1.20  0.578
H -2.25 4.53 -0.03  -0.184
H -3.99 7.30 0.82  0.440
H -4.57 7.74 -0.75  0.438
H -4.68 6.08 -0.24  0.251
H -0.34 4.98 -1.41  -0.593
H 0.24 5.02 -2.98  0.397
H -1.26 4.01 -2.66  0.340
H -3.05 4.37 -1.84  0.047
C 5.57 -1.42 -1.50  -1.919
C 5.58 0.03 -2.00  2.492
C 4.89 0.93 -0.96  -0.791
C 5.82 1.30 0.27  -0.157
C 7.22 1.70 -0.26  -1.393
C 7.84 0.79 -1.31  1.970
N 6.88 0.62 -2.35  0.047
O 7.43 -0.30 -3.36  -0.508
C 9.06 1.52 -1.94  -2.136
C 8.32 -0.46 -0.60  -1.737
C 4.64 0.12 -3.22  -1.362
H 5.87 -1.53 -0.50  0.429
H 6.25 -2.01 -2.14  0.377
H 4.56 -1.72 -1.58  0.377
H 4.72 1.88 -1.48  -0.006
H 3.93 0.55 -0.66  0.249
H 5.84 0.42 0.93  -0.123
H 5.44 2.14 0.89  0.410
H 8.00 1.72 0.62  0.335
H 7.18 2.73 -0.63  0.252
H 9.73 1.76 -1.12  0.460
H 9.64 0.86 -2.58  0.515
H 8.72 2.36 -2.54  0.415
H 7.64 -0.75 0.20  0.243
H 8.44 -1.31 -1.24  0.262
H 9.26 -0.13 -0.22  0.546
H 4.83 1.05 -3.74  0.743
H 3.59 0.20 -2.96  0.523
H 4.86 -0.77 -3.83  -1.003
H 7.83 0.31 -3.98  0.337
C 0.40 -1.76 -7.08  -1.441
C 0.76 -2.74 -5.99  2.252
C 0.35 -4.13 -6.43  -1.828
C 1.03 -5.28 -5.73  0.455
C 2.52 -4.99 -5.73  -1.731
C 3.00 -3.68 -5.10  2.057
N 2.30 -2.69 -5.89  -0.229
O 2.55 -1.37 -5.33  -0.295
C 2.78 -3.72 -3.57  -0.084
C 4.56 -3.47 -5.28  -1.995
C 0.05 -2.47 -4.62  -0.843
H 0.54 -0.72 -6.72  0.185
H -0.70 -1.86 -7.27  0.354
H 0.92 -1.92 -8.02  0.438
H -0.76 -4.25 -6.40  0.147
H 0.58 -4.07 -7.52  0.544
H 0.91 -6.25 -6.18  0.569
H 0.62 -5.40 -4.71  -0.512
H 2.93 -4.79 -6.76  0.383
H 3.19 -5.75 -5.29  0.475
H 2.89 -2.74 -3.08  -0.271
H 1.77 -3.99 -3.27  -0.966
H 3.55 -4.36 -3.18  0.896
H 5.12 -4.26 -4.73  0.430
H 4.88 -3.59 -6.33  0.389
H 4.89 -2.52 -4.88  0.334
H -0.20 -3.40 -4.18  -0.335
H -0.74 -1.75 -4.63  0.680
H 0.74 -2.03 -3.89  -0.269
H 3.09 -0.91 -5.97  0.350
C -6.23 4.30 4.00  -1.368
C -5.55 3.89 2.70  -0.010
O -4.20 4.22 2.61  -0.351
H -6.42 5.38 4.09  0.347
H -5.58 4.01 4.78  0.343
H -7.22 3.84 4.13  0.383
H -6.17 4.20 1.84  0.236
H -5.56 2.80 2.75  0.204
H -4.07 5.11 2.92  0.239
C 2.60 2.90 -4.51  -0.211
C 1.11 2.39 -4.74  0.887
O 1.05 1.57 -5.89  -0.630
H 3.35 2.08 -4.45  -0.048
H 2.79 3.48 -3.60  -0.266
H 2.86 3.49 -5.37  0.464
H 0.39 3.24 -4.89  0.044
H 0.78 1.79 -3.88  -0.359
H 1.67 0.87 -5.73  0.177
C -2.98 -2.95 4.33  -1.010
C -2.32 -4.04 3.53  -0.341
O -1.59 -3.45 2.49  0.963
H -3.46 -2.20 3.69  0.061
H -2.17 -2.51 4.97  0.070
H -3.75 -3.40 5.03  0.384
H -3.10 -4.71 3.16  0.232
H -1.66 -4.61 4.15  0.465
H -1.05 -4.19 2.07  -1.035

---

| no. | largest force on an atom (eV/Å) |
| --- | --- |
| 1 | 1.90 |
| 2 | 1.35 |
| 3 | 1.01 |
| 4 | 5.88 |
| 5 | 5.15 |
| 6 | 3.23 |